No. 1
{"formula": "C8H27O9Pd", "method": "ωB97M-V with the def2-TZVPD basis set", "species": ["Pd", "O", "H", "C", "C", "O", "O", "H", "H", "H", "H", "H", "H", "C", "C", "O", "O", "H", "H", "H", "H", "H", "H", "C", "C", "O", "O", "H", "H", "H", "H", "H", "H", "C", "O", "H", "H", "H", "H", "C", "O", "H", "H", "H", "H"], "positions_angstrom": [[1.2960, 1.6914, 1.4848], [0.1300, 0.4636, 0.4004], [0.1024, -0.3667, 0.9042], [-2.2117, 3.8699, -0.6094], [-2.7669, 2.5671, -0.1001], [-2.0511, 2.1214, 1.0491], [-2.1659, 4.8255, 0.4437], [-2.8613, 4.2435, -1.4033], [-1.1947, 3.7103, -0.9810], [-2.7402, 1.8097, -0.8929], [-3.8127, 2.6700, 0.1945], [-1.4550, 1.4156, 0.7827], [-2.6451, 5.6100, 0.1700], [0.9126, 0.2434, -3.0559], [1.1798, -1.1797, -2.6531], [1.7068, -1.3160, -1.3311], [-0.2601, 0.7494, -2.3790], [0.7305, 0.3039, -4.1265], [1.7670, 0.8850, -2.8045], [1.8598, -1.7007, -3.3305], [0.2475, -1.7560, -2.7241], [1.1597, -0.7765, -0.7477], [-0.0160, 0.6892, -1.4472], [3.2804, -0.3941, 2.4990], [3.6820, -0.1925, 1.0671], [3.0984, 1.0004, 0.5065], [1.9402, 0.0810, 2.7271], [3.9667, 0.1118, 3.1820], [3.3195, -1.4569, 2.7389], [3.4316, -1.0516, 0.4403], [4.7711, -0.1024, 1.0507], [3.4992, 1.1509, -0.3573], [1.6241, -0.1560, 3.6066], [-2.4165, -1.9427, -1.2923], [-3.3984, -2.4371, -0.3833], [-1.4487, -1.8362, -0.7825], [-2.3287, -2.5941, -2.1628], [-2.7106, -0.9433, -1.6013], [-3.0972, -3.2809, -0.0336], [-0.4809, -2.6432, 1.7421], [-1.3589, -3.5919, 2.2874], [-0.0637, -3.0348, 0.8157], [-1.0124, -1.7037, 1.5003], [0.3606, -2.3977, 2.4106], [-1.5694, -3.3580, 3.1954]], "forces_ev_per_angstrom": [[-0.3677, 0.2534, -0.4757], [0.0759, -0.2050, 0.3425], [-0.2057, 0.0702, -0.0902], [-0.2287, 0.2636, 0.1970], [-0.2524, -0.3250, 0.0463], [0.3551, 0.0010, 0.2122], [0.0980, 0.0224, 0.0847], [0.2031, -0.1666, -0.2671], [-0.0131, 0.0362, -0.1878], [0.1044, 0.0963, 0.0054], [0.0429, 0.1782, 0.0615], [-0.1241, -0.1863, -0.1936], [0.0057, 0.0356, 0.0439], [-0.5196, 0.3042, 0.2744], [-0.2512, -0.9487, -0.2343], [0.2882, 0.2386, 0.0246], [0.8523, -0.2236, -0.3269], [-0.0634, 0.0395, -0.0113], [0.1086, -0.0780, -0.1691], [0.2645, 0.3277, 0.1048], [-0.0603, 0.2347, 0.0221], [-0.0817, 0.0032, -0.0334], [-0.5184, 0.1926, 0.1386], [0.3897, -0.0520, 0.7743], [0.4777, -0.6382, -0.6097], [0.4816, 0.0782, 0.5539], [-0.1440, -0.1837, -0.0015], [-0.1669, 0.1976, -0.0487], [-0.0158, -0.0253, -0.1148], [-0.3490, 0.1745, -0.0145], [-0.0549, 0.0934, -0.0204], [-0.3250, 0.1698, -0.1709], [-0.0002, 0.0795, 0.0589], [-0.1395, -0.1229, 0.5906], [0.1864, 0.2780, -0.1425], [0.0511, -0.1155, -0.2663], [0.1535, 0.0811, -0.0923], [-0.1700, -0.0451, -0.1067], [-0.0236, -0.0276, 0.0141], [0.0473, 0.5032, 0.0654], [0.1397, -0.1473, -0.0825], [-0.0390, -0.1330, 0.0106], [-0.0369, -0.2083, 0.0811], [-0.0798, -0.1455, -0.0206], [-0.0948, 0.0250, -0.0258]], "mulliken_spin": [1.4874, 0.3176, -0.0054, -0.0005, 0.0016, 0.0157, -0.0001, -0.0009, 0.0021, 0.0005, 0.0009, 0.0088, 0.0002, -0.0017, -0.0003, 0.0010, 0.0027, 0.0005, -0.0001, -0.0002, -0.0002, -0.0004, 0.0028, 0.0043, 0.0005, 0.0679, 0.0738, 0.0009, 0.0044, 0.0014, 0.0041, 0.0035, 0.0001, 0.0004, 0.0005, 0.0033, 0.0002, -0.0003, 0.0000, -0.0010, 0.0003, 0.0000, 0.0032, 0.0005, -0.0001], "total_charge": 1, "multiplicity": 3, "homo_lumo_gap_ev": [7.463, 5.414], "relative_energy_ev": 0.003, "energy_ha": -1125.5983, "e_lumo_ev": [-4.822, -6.854]}


No. 2
{"formula": "C18H38NO7P", "method": "ωB97M-V with the def2-TZVPD basis set", "species": ["C", "C", "O", "C", "O", "P", "N", "H", "H", "H", "H", "H", "H", "H", "H", "C", "C", "C", "O", "H", "H", "H", "H", "H", "H", "C", "C", "C", "O", "H", "H", "H", "H", "H", "H", "C", "C", "C", "O", "H", "H", "H", "H", "H", "H", "C", "C", "C", "O", "H", "H", "H", "H", "H", "H", "C", "C", "C", "O", "H", "H", "H", "H", "H", "H"], "positions_angstrom": [[-5.5955, -1.5951, -5.4656], [-4.0422, -1.8489, -5.4118], [-3.5667, -1.2467, -4.2018], [-2.3779, -0.6154, -4.3415], [-1.5646, -0.8375, -5.1970], [-3.8282, -3.6997, -5.2557], [-4.3489, -4.1151, -3.8046], [-6.0894, -2.4870, -5.8905], [-5.8302, -0.7024, -6.0617], [-5.9371, -1.5050, -4.4227], [-3.6246, -1.4107, -6.3311], [-2.1420, 0.1313, -3.5544], [-2.4751, -4.0934, -5.4623], [-4.6946, -4.2661, -6.2333], [-3.6141, -4.6139, -3.3042], [-4.9531, 1.9925, -2.2145], [-3.8088, 1.9124, -1.2341], [-3.9943, 2.5816, 0.1009], [-2.7809, 1.3303, -1.5146], [-4.6843, 1.4685, -3.1317], [-5.8409, 1.5225, -1.7886], [-5.1661, 3.0359, -2.4535], [-4.8433, 2.1352, 0.6238], [-4.1641, 3.6500, -0.0373], [-3.1032, 2.4461, 0.7002], [0.1656, 3.2479, 1.6240], [-0.8612, 4.3484, 1.6353], [-0.3490, 5.7638, 1.7123], [-2.0494, 4.1073, 1.5853], [-0.3385, 2.2835, 1.5659], [0.8193, 3.3565, 0.7563], [0.7577, 3.2853, 2.5405], [0.2829, 5.9791, 0.8488], [0.2228, 5.9021, 2.6315], [-1.1915, 6.4544, 1.7131], [3.4824, 1.2642, 4.6636], [3.3809, 2.5623, 3.9062], [4.4803, 2.8723, 2.9227], [2.4547, 3.3256, 4.0798], [2.6287, 1.1696, 5.3336], [3.4781, 0.4246, 3.9660], [4.3992, 1.2483, 5.2566], [4.5190, 2.1008, 2.1516], [5.4395, 2.9245, 3.4403], [4.2823, 3.8334, 2.4497], [5.0391, -2.4818, 6.7723], [5.6712, -1.2819, 7.4320], [5.5257, -1.1632, 8.9282], [6.2700, -0.4493, 6.7875], [5.2199, -2.4413, 5.6990], [5.4766, -3.3994, 7.1691], [3.9620, -2.4806, 6.9490], [5.9841, -2.0245, 9.4171], [4.4694, -1.1056, 9.1968], [6.0255, -0.2577, 9.2692], [2.4476, -4.4987, -4.8691], [0.9936, -4.1500, -5.0675], [0.4245, -3.0496, -4.2109], [0.3105, -4.7319, -5.8827], [2.7226, -5.3046, -5.5484], [3.0718, -3.6292, -5.0823], [2.6146, -4.8301, -3.8427], [0.9583, -2.1161, -4.3945], [0.5020, -3.3210, -3.1558], [-0.6226, -2.9067, -4.4617]], "forces_ev_per_angstrom": [[0.7031, -0.6064, 0.4541], [-1.6544, -0.4453, -0.7951], [0.6971, 0.9763, -0.7763], [0.8214, 0.2117, 0.6720], [-0.4071, -0.1099, -0.4516], [-0.4274, -0.4009, 2.3710], [0.6641, -0.0212, -0.9231], [0.0060, 0.5570, 0.0058], [0.0326, -0.3025, 0.3105], [-0.0260, 0.0835, -0.4840], [0.4144, -0.2202, 0.5774], [-0.8031, -0.4917, 0.0497], [-0.4000, 0.2932, -0.6568], [0.6285, 0.4657, -0.3858], [-0.3028, 0.1412, 0.0358], [0.2019, -0.1672, -0.2487], [0.1119, -0.0799, 0.0416], [0.0873, -0.3982, -0.1547], [-0.0905, 0.0713, -0.0520], [-0.0198, 0.0035, 0.0515], [-0.0590, 0.1593, 0.0248], [-0.1452, -0.0139, 0.1163], [-0.1280, 0.1556, -0.0874], [-0.1305, -0.0229, 0.0820], [-0.0424, 0.0272, -0.0174], [-0.2417, -0.2238, 0.0458], [-0.2136, -0.0791, -0.0380], [-0.2972, 0.1204, -0.0027], [0.4019, 0.2798, 0.2171], [-0.0008, 0.0574, -0.0348], [0.1168, 0.0687, 0.1061], [0.1168, 0.0949, -0.1422], [0.1450, -0.0176, 0.1156], [0.1598, -0.0285, -0.1074], [0.0254, -0.0494, -0.0054], [-0.2375, 0.0832, 0.1821], [-0.1750, 0.1290, 0.0692], [-0.1459, 0.2730, -0.0686], [0.1475, -0.0887, -0.0175], [0.0203, 0.0309, -0.0491], [0.1957, -0.0144, 0.0322], [0.0816, -0.1541, -0.1423], [0.1519, -0.0668, 0.0893], [0.0349, -0.1727, -0.0727], [-0.0086, -0.0424, 0.0349], [0.0918, 0.1054, -0.2625], [0.1343, 0.1776, -0.1289], [0.1575, 0.2513, -0.0124], [-0.1232, -0.0845, 0.0594], [0.0067, 0.0143, 0.0541], [-0.1584, -0.0222, 0.0906], [0.0307, -0.1370, 0.1230], [-0.1720, -0.0596, 0.0308], [0.0164, -0.1744, 0.0574], [-0.0178, -0.0393, -0.0380], [-0.0204, -0.2203, -0.2410], [-0.1738, -0.0882, -0.1459], [-0.1742, -0.1891, -0.0648], [0.0703, 0.0536, 0.1275], [-0.0311, 0.0384, 0.0251], [0.0181, 0.0168, 0.1811], [0.0730, 0.1642, 0.0292], [0.0252, -0.0058, 0.1408], [0.1571, 0.1118, 0.0107], [0.0805, 0.0222, -0.0075]], "lowdin_charge": [-0.0783, -0.4730, -0.0656, -0.3211, 0.0488, 0.7617, -0.3073, 0.0552, 0.0770, 0.0827, 0.1199, 0.1376, 0.0023, 0.0040, -0.0541, -0.0183, -0.4869, -0.0280, 0.0528, 0.0678, 0.0876, 0.0859, 0.0916, 0.0885, 0.0521, -0.0111, -0.4793, -0.0185, 0.0444, 0.0845, 0.0903, 0.0580, 0.0850, 0.0873, 0.0805, -0.0192, -0.4975, -0.0201, 0.0451, 0.0832, 0.0877, 0.0792, 0.0862, 0.0877, 0.0815, -0.0257, -0.5080, -0.0250, 0.0569, 0.0806, 0.0852, 0.0851, 0.0854, 0.0856, 0.0822, -0.0266, -0.4989, -0.0228, 0.0556, 0.0805, 0.0847, 0.0839, 0.0921, 0.0918, 0.0397], "smiles": "C[C@@H](OC=O)[PH2]=N.CC(C)=O.CC(C)=O.CC(C)=O.CC(C)=O.CC(C)=O", "multiplicity": 1, "homo_lumo_gap_ev": 8.845, "relative_energy_ev": 1.415, "energy_ha": -1631.3664, "e_lumo_ev": 0.580}


| no. | strongest force on any atom (Eh/bohr) |
| --- | --- |
| 1 | 0.020 |
| 2 | 0.047 |